No. 1
A cluster of 2 separate species, C4H14N4 in total. Source: the OMol25 dataset; level of theory: ωB97M-V/def2-TZVPD.

Summary:
Lowest unoccupied orbital energy   0.7 eV
E   -379.735934 Ha
Gap between HOMO and LUMO   8.83 eV
SMILES   [H]/N=C/N(C)N.CNC
E_HOMO   -8.110 eV

Structure (ORCA input):
```
! RIJCOSX wB97M-V def2-TZVPD def2/J DEFGRID3
* xyz 0 1
N -0.305 -1.570 -1.419
N 0.311 1.179 1.107
N -1.080 -2.590 -2.031
N -2.168 -0.302 -1.216
C 1.710 1.292 1.507
C -0.923 -0.456 -0.935
C -0.449 2.411 1.310
C 0.968 -2.030 -0.925
H -1.349 -2.255 -2.954
H 1.514 -1.179 -0.517
H 2.193 0.317 1.410
H 2.201 2.023 0.865
H 0.844 -2.794 -0.147
H -0.028 3.190 0.669
H -0.423 2.746 2.348
H -2.536 0.588 -0.898
H -1.486 2.229 1.032
H -1.960 -2.656 -1.511
H 1.544 -2.470 -1.743
H -0.141 0.400 1.611
H 1.821 1.626 2.547
H -0.258 0.300 -0.110
*
```



No. 2
A cluster of 2 separate species, C4H14N4 in total. Source: the OMol25 dataset; level of theory: ωB97M-V/def2-TZVPD.

Summary:
Lowest unoccupied orbital energy   0.8 eV
E   -379.810408 Ha
Gap between HOMO and LUMO   9.99 eV
SMILES   [H]/N=C(\N)CN.CCN
E_HOMO   -9.189 eV

Structure (ORCA input):
```
! RIJCOSX wB97M-V def2-TZVPD def2/J DEFGRID3
* xyz 0 1
N -2.004 0.709 1.185
N 0.460 1.290 -0.605
N 2.810 1.133 -0.585
N 2.843 -1.171 0.864
C 1.659 0.691 -0.300
C -2.073 -0.691 -0.990
C 1.565 -0.599 0.496
C -2.242 -0.578 0.598
H -2.607 1.418 0.783
H -2.660 -1.550 -1.306
H 1.016 -1.343 -0.093
H -2.514 0.181 -1.473
H 3.393 -1.314 0.022
H -1.037 1.012 1.085
H 0.508 2.093 -1.216
H -1.566 -1.300 1.058
H 0.993 -0.409 1.410
H -1.065 -0.918 -1.338
H -3.271 -0.862 0.831
H -0.380 0.690 -0.741
H 2.811 2.010 -1.101
H 3.360 -0.492 1.415
*
```



No. 3
A structure of composition C4H14N4O15V. Source: the OMol25 dataset; level of theory: ωB97M-V/def2-TZVPD.

Summary:
Lowest unoccupied orbital energy (spin up / spin down)   4.4 / 4.4 eV
E   -2451.957405 Ha
Gap between HOMO and LUMO (spin up / spin down)   5.50 / 5.74 eV
E_HOMO (spin up / spin down)   -1.096 / -1.341 eV

Structure (ORCA input):
```
! RIJCOSX wB97M-V def2-TZVPD def2/J DEFGRID3
* xyz -2 4
V 0.226 0.090 -0.733
O 0.599 -1.732 -1.845
O -2.986 0.753 -3.600
O -0.537 -3.190 -2.795
O -2.228 -1.196 -3.805
O -2.861 -2.196 -0.400
O 1.708 1.898 -0.569
O -1.139 -1.149 0.229
O -1.129 1.657 -0.221
O -2.096 -2.397 1.627
O 1.712 0.902 -2.293
O 2.287 -0.897 0.113
O 1.127 -3.727 -1.704
O 1.814 3.073 -2.275
O -1.331 0.173 -2.525
O 0.660 0.726 1.841
N -2.161 -0.092 -3.350
N -2.062 -1.939 0.498
N 0.435 -2.856 -2.161
N 1.911 1.997 -1.730
C 3.614 -0.800 -0.352
C 0.049 0.069 4.081
C -2.584 1.836 -0.268
C -0.235 1.074 2.894
H 4.398 -1.038 0.368
H -0.369 0.575 4.951
H -1.228 1.044 2.446
H -0.094 2.121 3.161
H 1.493 1.079 2.162
H -0.496 -0.856 3.894
H 1.088 -0.221 4.236
H -3.031 2.066 0.700
H 3.722 0.246 -0.640
H -2.768 2.688 -0.923
H 3.852 -1.488 -1.163
H -3.078 0.934 -0.626
H 2.468 -1.687 0.629
H -0.750 2.457 0.150
*
```



No. 4
A cluster of 3 separate species, C4H14NO in total. Source: the OMol25 dataset; level of theory: ωB97M-V/def2-TZVPD.

Summary:
Lowest unoccupied orbital energy (spin up / spin down)   0.8 / -2.6 eV
E   -290.631570 Ha
Gap between HOMO and LUMO (spin up / spin down)   9.83 / 6.24 eV
E_HOMO (spin up / spin down)   -9.058 / -8.797 eV

Structure (ORCA input):
```
! RIJCOSX wB97M-V def2-TZVPD def2/J DEFGRID3
* xyz 0 2
O -0.550 -0.210 1.080
N -0.846 -2.145 -0.774
C -1.471 -0.114 -1.932
C 1.454 1.923 1.360
C 2.665 1.069 1.720
C -1.922 -1.544 -1.635
H -1.339 0.428 -0.947
H -0.938 -3.176 -0.892
H 3.378 1.373 2.546
H 2.295 -0.029 1.949
H -1.240 0.453 1.375
H 1.801 2.820 0.742
H -2.227 0.464 -2.590
H 3.312 0.823 0.839
H 0.875 1.306 0.628
H -0.498 -0.211 -2.243
H -0.871 -1.589 0.156
H -2.866 -1.591 -1.070
H -1.910 -2.162 -2.598
H 0.900 2.112 2.287
*
```



No. 5
A cluster of 2 separate species, C4H14NO in total. Source: the OMol25 dataset; level of theory: ωB97M-V/def2-TZVPD.

Summary:
Lowest unoccupied orbital energy   -3.2 eV
E   -290.503888 Ha
Gap between HOMO and LUMO   11.34 eV
E_HOMO   -14.531 eV

Structure (ORCA input):
```
! RIJCOSX wB97M-V def2-TZVPD def2/J DEFGRID3
* xyz 1 1
O -1.414 -1.026 3.171
N 0.530 -0.967 1.161
C -0.681 0.994 -2.593
C 0.934 0.457 0.802
C 0.994 0.571 -0.649
C -0.146 -0.055 -1.459
H 0.244 1.170 1.210
H -0.969 2.065 -2.476
H -1.530 0.505 -3.251
H -0.056 -0.785 2.024
H 1.322 1.560 -1.018
H -1.010 -0.396 -0.842
H 0.140 -1.545 0.489
H 1.845 0.027 -1.163
H 0.063 1.124 -3.404
H 1.903 0.775 1.232
H -1.476 -1.538 3.973
H 0.140 -1.006 -1.967
H -2.034 -0.324 3.344
H 1.203 -1.607 1.416
*
```



No. 6
A cluster of 2 separate species, C4H14NO2 in total. Source: the OMol25 dataset; level of theory: ωB97M-V/def2-TZVPD.

Summary:
Lowest unoccupied orbital energy (spin up / spin down)   0.6 / 0.5 eV
E   -365.814994 Ha
Gap between HOMO and LUMO (spin up / spin down)   3.62 / 11.22 eV
E_HOMO (spin up / spin down)   -2.993 / -10.727 eV

Structure (ORCA input):
```
! RIJCOSX wB97M-V def2-TZVPD def2/J DEFGRID3
* xyz 0 2
O 2.642 0.271 3.289
O -0.088 1.790 -1.704
N 0.035 -0.956 -1.751
C -0.194 -0.912 -0.119
C -1.348 -2.122 -0.014
C -0.537 0.393 0.417
C -0.904 1.590 -0.512
H -0.893 -2.949 -0.592
H 2.439 0.981 4.037
H -1.386 -2.282 1.049
H -1.568 0.476 1.143
H -0.670 -1.648 -2.048
H 0.928 -1.441 -1.933
H 0.138 0.075 -2.049
H -1.907 1.689 -0.774
H -0.866 2.478 0.083
H 0.618 -1.475 0.218
H 0.301 0.703 1.107
H -0.731 1.941 -2.410
H -2.259 -1.603 -0.595
H 3.080 -0.432 3.710
*
```



No. 7
A cluster of 3 separate species, C4H14NO2 in total. Source: the OMol25 dataset; level of theory: ωB97M-V/def2-TZVPD.

Summary:
Lowest unoccupied orbital energy   -2.9 eV
E   -365.802237 Ha
Gap between HOMO and LUMO   12.70 eV
E_HOMO   -15.552 eV

Structure (ORCA input):
```
! RIJCOSX wB97M-V def2-TZVPD def2/J DEFGRID3
* xyz 1 1
O -0.961 1.952 -1.480
O -2.009 1.754 1.165
N 0.865 0.200 -0.463
C 0.621 -2.162 -0.283
C 1.430 -1.090 -0.970
C 0.609 -0.084 1.024
C 0.306 -1.648 1.115
H -1.526 2.287 -0.758
H 1.617 0.884 -0.524
H -2.572 2.414 1.605
H 1.478 -1.010 -2.060
H 1.482 0.112 1.632
H 0.083 0.773 -0.853
H -1.218 2.194 -2.364
H 1.000 -2.029 1.861
H 2.478 -1.187 -0.688
H -0.322 -2.364 -0.809
H -0.719 -1.759 1.447
H 1.113 -3.130 -0.365
H -0.307 0.462 1.238
H -2.739 1.120 1.118
*
```



No. 8
A cluster of 3 separate species, C4H14NO2 in total. Source: the OMol25 dataset; level of theory: ωB97M-V/def2-TZVPD.

Summary:
Lowest unoccupied orbital energy   -3.0 eV
E   -365.783150 Ha
Gap between HOMO and LUMO   11.12 eV
E_HOMO   -14.107 eV

Structure (ORCA input):
```
! RIJCOSX wB97M-V def2-TZVPD def2/J DEFGRID3
* xyz 1 1
O -1.295 -1.324 3.915
O -1.777 -2.164 1.356
N -1.065 -0.325 -0.384
C 0.547 0.726 -1.808
C 0.287 0.193 -0.619
C 2.323 2.490 -1.657
C 1.860 1.190 -2.353
H 0.966 0.114 0.214
H -0.647 -0.643 4.106
H -0.192 0.624 -2.599
H 2.594 0.398 -2.210
H -2.117 -3.085 1.318
H 2.993 3.097 -2.265
H -1.930 -1.272 4.633
H -1.518 -0.595 -1.250
H 2.755 2.312 -0.676
H -1.575 -1.909 2.276
H -1.697 0.410 -0.059
H 1.450 3.136 -1.521
H 1.708 1.434 -3.399
H -1.170 -1.019 0.403
*
```



No. 9
A cluster of 2 separate species, C4H14NO2 in total. Source: the OMol25 dataset; level of theory: ωB97M-V/def2-TZVPD.

Summary:
Lowest unoccupied orbital energy   -2.7 eV
E   -365.810900 Ha
Gap between HOMO and LUMO   12.20 eV
E_HOMO   -14.931 eV

Structure (ORCA input):
```
! RIJCOSX wB97M-V def2-TZVPD def2/J DEFGRID3
* xyz 1 1
O -2.208 1.910 0.202
O 0.893 -0.948 2.342
N -0.429 -0.299 0.226
C 0.761 0.557 0.581
C 1.720 -0.224 1.447
C -0.274 -1.148 -1.027
C -0.167 -0.328 -2.293
H 1.200 0.936 -0.332
H -2.679 2.462 -0.433
H -0.156 -1.025 -3.135
H -1.236 0.326 0.123
H -1.010 0.331 -2.451
H -0.532 -0.925 1.034
H 1.428 -1.459 2.956
H 0.648 -1.712 -0.882
H 0.365 1.413 1.113
H 2.370 -0.893 0.883
H -1.136 -1.828 -1.019
H -2.663 2.077 1.038
H 0.744 0.275 -2.343
H 2.361 0.501 1.970
*
```



No. 10
A cluster of 2 separate species, C4H14NO2 in total. Source: the OMol25 dataset; level of theory: ωB97M-V/def2-TZVPD.

Summary:
Lowest unoccupied orbital energy   -3.0 eV
E   -365.752607 Ha
Gap between HOMO and LUMO   12.12 eV
E_HOMO   -15.075 eV

Structure (ORCA input):
```
! RIJCOSX wB97M-V def2-TZVPD def2/J DEFGRID3
* xyz 1 1
O -2.201 -0.440 -0.081
O 2.112 -1.264 -2.464
N 0.242 -0.953 -0.589
C -1.368 1.818 0.297
C 0.009 -0.390 0.946
C -1.312 0.383 0.875
C 1.247 0.367 1.253
H -2.357 2.114 0.332
H 3.076 -1.129 -2.500
H -0.911 1.709 -0.668
H 0.977 -1.518 -1.024
H -0.754 2.652 0.835
H 1.858 -1.879 -3.212
H 2.105 -0.298 0.878
H 1.342 0.595 2.402
H -0.115 -1.308 1.642
H 0.337 -0.091 -1.218
H 1.296 1.276 0.645
H -2.967 -0.846 0.435
H -0.683 -1.267 -0.671
H -1.932 0.469 1.889
*
```



No. 11
A cluster of 3 separate species, C4H14NO2S in total. Source: the OMol25 dataset; level of theory: ωB97M-V/def2-TZVPD.

Summary:
Lowest unoccupied orbital energy   3.8 eV
E   -764.244176 Ha
Gap between HOMO and LUMO   6.68 eV
E_HOMO   -2.907 eV

Structure (ORCA input):
```
! RIJCOSX wB97M-V def2-TZVPD def2/J DEFGRID3
* xyz -1 1
S -1.162 0.067 -2.196
O -1.404 2.315 0.282
O 1.037 3.310 -0.417
N -0.131 -1.792 1.474
C 0.817 -1.449 -0.860
C 1.010 -1.447 0.678
C 0.538 -0.112 -1.589
C -1.131 -0.743 1.747
H -1.770 -0.556 0.877
H -1.875 2.585 -0.483
H -0.696 0.170 2.140
H 1.716 -1.868 -1.331
H 0.276 2.959 0.085
H -1.096 1.399 0.120
H 1.233 -0.021 -2.436
H 0.821 0.779 -1.033
H 1.820 -2.187 0.822
H 1.458 -0.496 0.978
H 0.048 -2.173 -1.145
H -1.774 -1.209 2.506
H 0.937 3.034 -1.342
H -0.673 -2.565 1.122
*
```